# 1
DFT (ωB97M-V with the def2-TZVPD basis set) results for 2 unconnected molecules or ions with the total composition C8H11O5.

Its energy relative to the best compared isomer or geometry (same formula, charge and spin) is 0.0 kcal per mole. The value obtained for the LUMO energy (spin up / spin down) is 0.2 / -2.1 eV. Its expectation value of S² is 3.7698. As for the spin multiplicity: 4.

Each line ends with the Mulliken charge.
Cartesian coordinates (Å):
O (-0.061, 0.370, 4.791)  -0.080
O (1.031, 0.366, 5.385)  0.013
H (-0.536, -0.484, 3.247)  0.407
O (-0.860, -0.807, 2.366)  -0.464
C (-1.229, 0.192, 1.599)  -0.937
C (-1.287, 0.095, 0.178)  1.245
C (-0.060, 0.879, -0.534)  0.744
O (-1.408, 1.332, -0.539)  -0.588
C (0.895, 1.653, 0.310)  -1.306
C (0.434, 0.272, -1.777)  -0.846
C (1.377, -0.701, -1.870)  0.157
C (1.832, -1.178, -3.180)  -0.213
O (2.585, -2.127, -3.390)  -0.521
C (-1.851, -1.139, -0.492)  -1.258
H (-1.502, 1.146, 2.085)  0.549
H (1.774, 1.061, 0.602)  0.279
H (1.259, 2.496, -0.295)  0.374
H (0.414, 2.046, 1.211)  0.384
H (-0.039, 0.653, -2.697)  0.342
H (1.815, -1.192, -0.987)  0.372
H (1.409, -0.584, -4.016)  0.298
H (-1.394, -2.063, -0.102)  0.285
H (-2.946, -1.213, -0.326)  0.363
H (-1.650, -1.074, -1.569)  0.402


# 2
DFT (ωB97M-V with the def2-TZVPD basis set) results for a molecular structure, C11H10CeClF3O3S.

As for the total charge: -1. The value obtained for the LUMO energy (spin up / spin down) is 2.2 / 2.2 eV. Its expectation value of S² is 0.7510. As for the spin multiplicity: 2.

Each line ends with the Mulliken charge.
Cartesian coordinates (Å):
C (1.625, -2.302, 2.019)  -0.465
C (1.670, -2.487, 0.595)  -0.480
C (0.329, -2.475, 0.099)  -0.520
H (2.580, -2.626, 0.005)  0.469
C (-0.556, -2.282, 1.212)  -0.575
C (0.241, -2.162, 2.405)  -0.427
H (-0.137, -2.102, 3.424)  0.481
H (2.476, -2.298, 2.700)  0.436
H (0.017, -2.618, -0.942)  0.444
H (-1.644, -2.248, 1.178)  0.512
Ce (0.721, -0.094, 1.070)  1.090
Cl (2.377, 0.773, 2.732)  -0.468
C (0.842, 2.467, -3.308)  -0.589
C (-0.389, 1.826, -3.649)  -0.576
C (-0.079, 0.592, -4.303)  -0.539
H (-1.389, 2.220, -3.471)  0.386
C (1.346, 0.472, -4.366)  -0.542
C (1.914, 1.631, -3.751)  -0.563
H (2.978, 1.850, -3.664)  0.386
H (0.946, 3.438, -2.824)  0.404
H (-0.798, -0.118, -4.709)  0.384
H (1.898, -0.347, -4.825)  0.388
F (-2.993, 1.293, 4.535)  -0.207
C (-1.972, 1.201, 3.665)  0.609
F (-1.172, 2.306, 3.773)  -0.218
F (-1.209, 0.091, 4.016)  -0.181
S (-2.429, 1.018, 1.870)  1.121
O (-2.810, -0.368, 1.672)  -0.596
O (-3.355, 2.065, 1.560)  -0.587
O (-1.028, 1.283, 1.281)  -0.578


# 3
DFT (ωB97M-V with the def2-TZVPD basis set) results for a molecular structure, C3H2AlFO3.

Its energy relative to the best compared isomer or geometry (same formula, charge and spin) is 14.9 kcal per mole. As for the total charge: +2. The value obtained for the LUMO energy is -13.4 eV.

Each line ends with the Mulliken charge.
Cartesian coordinates (Å):
O (1.130, -1.251, -0.987)  -0.187
C (0.451, -0.278, -1.514)  0.188
C (0.088, 0.813, -0.758)  -0.294
H (0.197, -0.292, -2.582)  0.435
H (-0.350, 1.761, -1.049)  0.393
F (0.988, 0.927, 0.342)  -0.082
Al (1.179, -0.912, 0.749)  0.902
O (-2.253, 0.200, 2.180)  -0.009
O (-0.188, -0.762, 1.835)  -0.121
C (-1.243, -0.206, 1.786)  0.775


# 4
DFT (ωB97M-V with the def2-TZVPD basis set) results for 2 unconnected molecules or ions with the total composition C2H4ClNOS.

Its structure (SMILES) is C=NC=O.SCl. Its energy relative to the best compared isomer or geometry (same formula, charge and spin) is 41.7 kcal per mole. The value obtained for the LUMO energy is -0.1 eV.

Each line ends with the Mulliken charge.
Cartesian coordinates (Å):
C (-0.708, -0.726, 0.431)  -0.228
N (-0.830, 0.537, 0.293)  -0.202
C (-1.647, 1.459, -0.360)  0.136
O (-2.636, 1.944, 0.082)  -0.453
H (0.228, -1.159, 0.790)  0.240
H (-1.462, -1.376, 0.080)  0.275
H (-1.144, 1.828, -1.348)  0.239
S (2.602, -0.875, -0.700)  -0.113
Cl (3.079, 0.362, 0.747)  -0.073
H (2.517, -1.993, -0.014)  0.180


# 5
DFT (ωB97M-V with the def2-TZVPD basis set) results for a single C2H3N3O2 molecule.

Its structure (SMILES) is Nc1noc(=O)[nH]1. Its energy relative to the best compared isomer or geometry (same formula, charge and spin) is 47.4 kcal per mole. The value obtained for the LUMO energy is 0.5 eV.

Each line ends with the Mulliken charge.
Cartesian coordinates (Å):
N (0.073, -1.081, -1.496)  -0.430
C (0.205, -0.260, -0.424)  0.268
N (0.224, 0.975, -0.828)  -0.387
O (-0.184, 1.743, 0.255)  -0.141
C (-0.290, 0.954, 1.344)  0.477
O (-0.620, 1.325, 2.433)  -0.542
N (0.045, -0.345, 0.925)  -0.087
H (0.063, -0.218, -2.131)  0.364
H (0.607, -1.944, -1.588)  0.258
H (-0.124, -1.149, 1.509)  0.219


# 6
DFT (ωB97M-V with the def2-TZVPD basis set) results for a molecular structure, CHBr4O2P.

Its energy relative to the best compared isomer or geometry (same formula, charge and spin) is 14.5 kcal per mole. The value obtained for the LUMO energy is -0.2 eV.

Each line ends with the Mulliken charge.
Cartesian coordinates (Å):
C (-0.559, -0.628, 2.506)  0.178
O (-0.174, 0.298, -1.249)  -0.366
O (-0.599, -0.689, 1.334)  -0.232
P (-1.759, 0.410, -1.248)  0.348
Br (-2.247, -1.893, -0.701)  -0.251
Br (-1.756, -1.527, 3.590)  0.011
Br (0.799, 0.222, 3.405)  -0.020
Br (-2.277, 1.331, 0.708)  -0.147
H (-0.047, 0.032, -0.310)  0.480


# 7
DFT (ωB97M-V with the def2-TZVPD basis set) results for 2 unconnected molecules or ions with the total composition C6H10BNOS.

Its energy relative to the best compared isomer or geometry (same formula, charge and spin) is 0.0 kcal per mole. The value obtained for the LUMO energy is 0.4 eV.

Each line ends with the Mulliken charge.
Cartesian coordinates (Å):
B (0.093, 0.409, -0.644)  0.312
C (-0.084, -4.274, -0.821)  -0.660
C (0.406, -2.933, -0.821)  -0.199
C (-1.339, -4.276, -1.373)  -0.256
C (-0.390, -2.003, -1.334)  -0.165
C (-1.274, 2.471, 1.530)  -0.873
C (0.081, 1.919, 1.334)  -0.475
N (0.033, 0.576, 0.711)  -0.151
O (0.234, 1.252, -1.613)  -0.420
S (-1.852, -2.707, -1.892)  -0.180
H (0.339, -5.174, -0.533)  0.413
H (1.434, -2.670, -0.491)  0.289
H (-2.024, -5.194, -1.561)  0.269
H (-1.146, 3.445, 2.039)  0.335
H (-1.833, 2.635, 0.556)  0.250
H (-1.757, 1.763, 2.242)  0.253
H (0.703, 2.585, 0.847)  0.401
H (0.601, 1.820, 2.363)  0.276
H (-0.267, -0.231, 1.365)  0.268
H (-0.095, 1.235, -2.439)  0.313


# 8
DFT (ωB97M-V with the def2-TZVPD basis set) results for 2 unconnected molecules or ions with the total composition C2H3FO2.

Its energy relative to the best compared isomer or geometry (same formula, charge and spin) is 135.3 kcal per mole. The value obtained for the LUMO energy (spin up / spin down) is -0.1 / -1.0 eV.

Each line ends with the Mulliken charge.
Cartesian coordinates (Å):
C (0.031, -1.122, 0.340)  -0.272
C (0.661, 0.103, -0.043)  0.492
O (0.506, -0.746, -1.034)  -0.295
O (-1.461, 1.537, -0.170)  -0.586
F (1.675, 0.842, 0.371)  -0.153
H (0.685, -1.868, 0.650)  0.284
H (-1.107, -1.149, 0.386)  0.251
H (-0.989, 2.403, -0.501)  0.279


# 9
DFT (ωB97M-V with the def2-TZVPD basis set) results for a single C11H6N4 molecule.

Its structure (SMILES) is N#CC1(C#N)[C@@H]2C=C[C@@H](C2)C1(C#N)C#N. Its energy relative to the best compared isomer or geometry (same formula, charge and spin) is 14.4 kcal per mole. The value obtained for the LUMO energy is 0.3 eV.

Each line ends with the Mulliken charge.
Cartesian coordinates (Å):
N (2.711, -1.809, -0.645)  -0.504
C (1.607, -1.429, -0.554)  -0.429
C (0.219, -1.027, -0.341)  1.738
C (-0.440, -2.316, -0.607)  -0.285
N (-1.118, -3.275, -0.848)  -0.501
C (-0.088, 0.122, -1.321)  -0.440
C (0.907, 1.256, -1.269)  -0.664
C (0.751, 1.795, -0.054)  -0.739
C (-0.413, 1.087, 0.635)  -0.158
C (-1.201, 0.939, -0.612)  -0.762
C (-0.151, -0.433, 1.081)  1.161
C (1.013, -0.571, 1.988)  -0.173
N (1.996, -0.534, 2.559)  -0.465
C (-1.392, -0.818, 1.761)  -0.078
N (-2.400, -0.852, 2.308)  -0.514
H (-0.305, -0.120, -2.334)  0.609
H (1.709, 1.586, -1.972)  0.396
H (1.255, 2.614, 0.381)  0.510
H (-0.976, 1.650, 1.405)  0.614
H (-1.601, 1.886, -0.975)  0.372
H (-2.081, 0.250, -0.584)  0.314


# 10
DFT (ωB97M-V with the def2-TZVPD basis set) results for a molecular structure, C20H39N4O4Sc.

Its energy relative to the best compared isomer or geometry (same formula, charge and spin) is 0.0 kcal per mole. As for the total charge: +2. The value obtained for the LUMO energy is -5.9 eV.

Each line ends with the Mulliken charge.
Cartesian coordinates (Å):
Sc (-0.149, -1.392, 0.397)  0.062
C (-3.788, 0.513, 0.393)  -2.184
C (-2.529, 1.150, 0.971)  0.247
C (-1.935, 2.284, 0.088)  -1.704
C (-1.886, 2.280, -1.460)  1.627
C (-1.213, 3.564, -1.924)  -1.980
C (-3.216, 2.120, -2.191)  -1.882
N (-1.049, 1.052, -1.873)  0.867
C (0.441, 1.181, -1.899)  -0.279
C (1.178, -0.071, -2.379)  -1.745
N (1.105, -1.314, -1.545)  0.617
C (0.334, -2.338, -2.330)  -0.594
C (-1.087, -1.785, -2.320)  0.336
O (-1.643, -1.358, -3.300)  -0.605
O (-1.531, -1.636, -1.079)  -0.467
C (2.477, -1.784, -1.117)  0.263
C (2.403, -3.195, -0.539)  -1.796
C (3.184, -0.767, -0.197)  -1.644
C (2.799, -0.509, 1.280)  1.431
C (3.737, 0.585, 1.791)  -1.664
C (2.920, -1.727, 2.195)  -2.061
N (1.375, 0.012, 1.304)  0.258
C (0.762, 0.205, 2.648)  -0.791
C (-0.625, 0.815, 2.483)  -1.473
N (-1.508, 0.115, 1.482)  1.757
C (-2.274, -0.966, 2.212)  -0.652
C (-1.365, -2.040, 2.822)  -0.106
O (-1.454, -2.374, 3.960)  -0.546
O (-0.482, -2.541, 1.933)  -0.511
H (-4.418, 1.299, -0.018)  0.473
H (-4.377, 0.024, 1.163)  0.579
H (-3.577, -0.214, -0.392)  0.283
H (-2.832, 1.666, 1.888)  0.636
H (-0.923, 2.521, 0.430)  0.351
H (-2.517, 3.172, 0.340)  0.571
H (-1.886, 4.394, -1.712)  0.473
H (-1.040, 3.557, -3.001)  0.469
H (-0.273, 3.768, -1.410)  0.359
H (-3.946, 2.821, -1.788)  0.371
H (-3.628, 1.115, -2.127)  0.429
H (-3.079, 2.359, -3.247)  0.489
H (-1.382, 0.641, -2.755)  0.681
H (-1.317, 0.376, -1.151)  -0.887
H (0.752, 1.506, -0.908)  0.088
H (0.683, 1.982, -2.594)  0.807
H (2.222, 0.219, -2.488)  0.605
H (0.829, -0.309, -3.386)  0.526
H (0.346, -3.297, -1.814)  0.538
H (0.730, -2.466, -3.337)  0.392
H (3.097, -1.832, -2.019)  0.502
H (1.609, -3.341, 0.208)  0.392
H (3.336, -3.432, -0.032)  0.491
H (2.255, -3.947, -1.310)  0.500
H (3.196, 0.208, -0.696)  0.415
H (4.232, -1.073, -0.181)  0.574
H (4.769, 0.236, 1.769)  0.496
H (3.512, 0.851, 2.823)  0.380
H (3.679, 1.486, 1.174)  0.398
H (3.865, -2.233, 2.002)  0.377
H (2.118, -2.457, 2.091)  0.450
H (2.934, -1.417, 3.240)  0.514
H (1.418, 0.934, 0.873)  0.465
H (1.355, 0.875, 3.273)  0.574
H (0.727, -0.756, 3.155)  0.532
H (-0.513, 1.851, 2.169)  0.590
H (-1.128, 0.832, 3.454)  0.178
H (-2.924, -1.474, 1.500)  0.537
H (-2.881, -0.526, 3.005)  0.622


# 11
DFT (ωB97M-V with the def2-TZVPD basis set) results for a single C4H7NO2 molecule.

Its structure (SMILES) is C[C@@H](C=O)C(N)=O. Its energy relative to the best compared isomer or geometry (same formula, charge and spin) is 10.8 kcal per mole. The value obtained for the LUMO energy is 0.7 eV.

Each line ends with the Mulliken charge.
Cartesian coordinates (Å):
C (0.952, -0.068, 1.237)  -1.382
C (0.136, -0.436, -0.002)  0.595
C (-0.916, -1.487, 0.328)  -0.185
O (-0.859, -2.197, 1.301)  -0.484
C (-0.578, 0.788, -0.557)  0.306
N (-0.026, 1.359, -1.662)  -0.360
O (-1.583, 1.220, -0.018)  -0.604
H (0.299, 0.389, 1.987)  0.318
H (1.396, -0.965, 1.672)  0.367
H (1.746, 0.641, 0.984)  0.360
H (0.792, -0.884, -0.765)  0.280
H (-1.743, -1.585, -0.404)  0.340
H (0.827, 1.023, -2.076)  0.213
H (-0.444, 2.203, -2.024)  0.236


# 12
DFT (ωB97M-V with the def2-TZVPD basis set) results for a single C3H5N3OS molecule.

Its structure (SMILES) is [H]/N=C/N(/C=N/[H])OC=S. Its energy relative to the best compared isomer or geometry (same formula, charge and spin) is 86.4 kcal per mole. The value obtained for the LUMO energy is -0.2 eV.

Each line ends with the Mulliken charge.
Cartesian coordinates (Å):
H (2.052, -2.427, -0.013)  0.270
N (1.855, -1.464, 0.141)  -0.517
C (0.659, -1.257, -0.157)  -0.060
N (0.038, -0.005, -0.026)  0.031
C (0.646, 1.260, -0.159)  -0.077
N (1.861, 1.467, 0.143)  -0.528
H (2.090, 2.447, -0.001)  0.263
O (-1.248, 0.002, -0.572)  -0.189
C (-2.218, 0.003, 0.374)  0.019
S (-3.775, 0.003, -0.013)  -0.252
H (-0.098, -2.024, -0.517)  0.316
H (-0.079, 1.997, -0.538)  0.355
H (-1.784, -0.001, 1.340)  0.371